1.
{"formula": "C42H52F2O12", "method": "the ωB97M-V functional and the def2-TZVPD basis", "homo_lumo_gap_ev": [1.667, 9.361], "spin_multiplicity": 2, "total_charge": -1, "s_squared": 0.75, "species": ["C", "O", "C", "O", "O", "C", "H", "H", "H", "H", "H", "H", "C", "O", "C", "O", "O", "C", "H", "H", "H", "H", "H", "H", "C", "O", "C", "O", "O", "C", "H", "H", "H", "H", "H", "H", "C", "O", "C", "O", "O", "C", "H", "H", "H", "H", "H", "H", "F", "C", "C", "C", "C", "C", "C", "H", "H", "H", "H", "H", "F", "C", "C", "C", "C", "C", "C", "H", "H", "H", "H", "H", "C", "C", "C", "C", "C", "C", "H", "H", "H", "H", "H", "H", "C", "C", "C", "C", "C", "C", "H", "H", "H", "H", "H", "H", "C", "C", "C", "C", "C", "C", "H", "H", "H", "H", "H", "H"], "coordinates": [[5.50143, 1.31058, 0.27332], [5.14340, 1.50592, -1.04744], [5.76709, 0.85926, -1.99515], [6.53796, -0.00939, -1.86066], [5.49594, 1.45453, -3.11213], [5.75420, 0.94778, -4.39639], [6.45198, 1.79846, 0.48900], [5.68298, 0.26808, 0.53473], [4.73256, 1.73328, 0.92005], [5.25224, -0.01963, -4.41224], [6.78351, 0.83491, -4.73679], [5.23827, 1.46168, -5.20746], [-3.87646, 3.95851, -1.79526], [-3.77944, 3.45256, -0.54705], [-3.99423, 2.15128, -0.24415], [-4.14564, 1.24566, -1.06257], [-3.97628, 1.97099, 1.10475], [-3.66440, 2.98778, 2.04376], [-3.53538, 4.97979, -1.62566], [-4.92847, 3.99909, -2.07760], [-3.17880, 3.34531, -2.36566], [-3.74808, 2.76045, 3.10650], [-4.33871, 3.83774, 1.93903], [-2.65935, 3.33370, 1.80229], [0.12693, 0.56656, -5.44844], [0.27987, -0.54441, -4.55476], [0.99790, -1.62652, -4.98491], [1.23354, -1.95100, -6.18621], [1.32993, -2.35045, -3.86887], [2.11850, -3.52248, -3.83039], [-0.41016, 0.21355, -6.32879], [1.01607, 1.05579, -5.84615], [-0.39393, 1.47567, -5.14789], [3.17954, -3.29406, -3.72986], [1.88007, -4.16050, -4.68138], [1.84636, -4.21351, -3.03257], [-5.10617, 1.74027, 5.12628], [-4.52491, 0.68860, 4.40078], [-3.32716, 0.15355, 4.88267], [-2.84545, 0.35303, 5.99044], [-2.83550, -0.69960, 4.05976], [-3.45457, -1.21774, 2.87266], [-4.45769, 2.48567, 5.58667], [-5.63421, 1.35410, 5.99814], [-5.61316, 2.22543, 4.29220], [-3.12832, -0.46076, 2.15947], [-4.53890, -1.32815, 2.86075], [-3.12308, -2.15305, 2.42166], [-0.72226, -4.17392, 3.74842], [-0.00383, -3.25036, 4.41024], [0.85495, -3.60820, 5.43405], [1.64382, -2.63992, 6.11908], [1.55234, -1.30598, 5.74619], [0.65383, -0.99149, 4.67270], [-0.16098, -1.91993, 4.02604], [1.15978, -4.63023, 5.60416], [2.43740, -2.92044, 6.79578], [2.01728, -0.53301, 6.34010], [0.72318, 0.03375, 4.34034], [-0.83776, -1.71622, 3.20942], [2.86104, 0.71024, 1.82663], [1.80437, 0.61734, 0.98291], [2.03059, 0.35942, -0.37253], [0.91563, 0.26525, -1.20189], [-0.31283, 0.63586, -0.78939], [-0.51736, 0.94709, 0.57973], [0.52508, 0.87675, 1.45781], [3.02825, 0.20573, -0.75652], [1.14338, 0.00190, -2.22422], [-1.16845, 0.56046, -1.44408], [-1.51244, 1.09791, 0.97149], [0.35497, 1.04553, 2.51089], [3.62363, -4.06772, 1.54685], [2.81292, -2.95460, 1.28576], [1.75575, -3.00292, 0.37230], [1.47033, -4.25382, -0.09556], [2.12974, -5.41176, 0.13574], [3.26266, -5.29568, 0.98374], [4.53915, -3.90500, 2.09615], [3.00796, -1.98036, 1.70909], [1.28681, -2.06408, 0.11719], [0.63906, -4.32068, -0.78180], [2.03918, -6.33838, -0.41160], [3.84968, -6.17184, 1.21645], [-2.74766, -4.30027, -3.16806], [-3.85336, -4.35749, -3.97658], [-4.59242, -3.21499, -4.35466], [-4.17789, -1.98987, -3.96594], [-2.99639, -1.89687, -3.28920], [-2.32834, -2.99750, -2.76978], [-2.23434, -5.20153, -2.86701], [-3.99026, -5.38497, -4.27979], [-5.38446, -3.31050, -5.08264], [-4.75019, -1.11351, -4.23218], [-2.65340, -0.88066, -3.16245], [-1.46317, -2.89325, -2.13180], [1.59599, 5.86887, 1.02290], [1.27858, 7.12181, 0.59337], [0.15603, 7.32749, -0.09903], [-0.71354, 6.24682, -0.33550], [-0.55187, 4.98943, 0.26343], [0.68201, 4.79468, 0.92613], [2.55868, 5.91424, 1.51029], [1.99514, 7.92775, 0.53513], [0.02587, 8.30581, -0.53762], [-1.61278, 6.24162, -0.93362], [-1.16022, 4.11620, 0.07964], [0.89930, 3.82732, 1.35438]], "forces_ev_per_angstrom": [[0.96, -0.38, 1.62], [-1.62, 1.04, -0.08], [0.18, 1.24, -0.35], [2.07, -3.05, 0.62], [-1.12, 2.60, -1.89], [-0.61, -1.98, -0.66], [0.07, 0.29, -0.08], [-0.38, -0.19, -0.20], [0.04, -0.09, -0.32], [0.44, -0.45, -0.24], [0.25, 0.11, 0.78], [-0.16, 0.89, 0.73], [0.26, 0.63, -1.37], [-0.32, -2.06, 4.80], [0.17, -0.11, -1.25], [0.21, 1.88, 2.13], [-0.53, -1.55, -0.39], [0.33, 1.85, -0.83], [0.15, 0.07, -0.79], [0.13, -0.29, -0.72], [-0.41, 0.49, -1.19], [0.10, -1.23, -0.46], [-0.02, 0.11, -0.37], [0.05, 0.19, 0.38], [-0.29, 0.17, -2.29], [1.25, -0.28, 0.26], [0.37, -1.32, -2.89], [-0.66, 1.34, 4.59], [-0.92, 1.57, 0.01], [-0.14, -1.03, -1.19], [-0.04, -0.06, -0.06], [0.86, -0.89, 0.33], [-0.56, -0.80, 1.51], [-0.08, 0.09, -0.27], [0.53, 0.35, -0.59], [-0.36, 0.88, 0.67], [-0.12, 0.59, 0.16], [2.67, -1.02, 0.46], [-1.89, 0.76, 2.23], [-0.87, 0.42, -1.97], [1.00, -2.59, -0.45], [-0.38, 1.68, -1.72], [0.83, -0.23, -0.41], [-0.79, 0.00, -0.46], [-1.02, 0.26, 0.86], [-0.76, -0.12, -0.62], [0.03, 0.59, 0.63], [1.00, -0.28, 1.30], [0.08, -0.27, 0.09], [0.13, 0.76, 0.62], [1.50, 0.20, 0.28], [-0.58, 0.14, -1.34], [-1.93, -0.76, -0.90], [0.86, 0.26, 0.75], [1.12, -0.38, 0.54], [-0.62, -0.30, 0.01], [-0.29, -0.35, 0.33], [0.34, 0.13, -0.40], [-0.55, 0.12, -0.05], [0.24, 0.33, 0.03], [-0.19, -0.21, 0.15], [0.10, 0.31, -1.29], [-0.26, -0.09, 1.50], [2.01, 0.34, -0.95], [-1.78, -0.05, 1.54], [-0.34, -0.79, -1.30], [0.70, 0.17, 0.66], [0.02, -0.09, 0.08], [-0.43, -0.07, -0.21], [-0.05, 0.20, -0.14], [-0.15, 0.23, -0.13], [0.13, 0.09, 0.08], [-0.99, 0.19, -0.54], [0.08, 0.47, -0.52], [1.60, -0.16, 1.95], [-2.73, 0.20, -2.46], [3.09, -0.08, 1.62], [-0.23, 0.09, 0.01], [-0.05, -0.36, 0.31], [0.46, 0.03, 0.22], [-0.50, -0.37, -0.19], [-0.29, 0.01, -0.30], [-0.75, 0.01, 0.10], [0.20, -0.10, -0.14], [0.16, 2.42, 0.76], [0.05, -0.55, -0.24], [-0.04, -2.34, -0.72], [-0.34, 0.32, -0.46], [0.90, 0.83, 1.32], [-0.03, -1.05, -0.70], [0.09, 0.04, 0.09], [-1.09, 0.10, -0.63], [-0.38, -0.15, 0.23], [0.18, 0.17, -0.12], [0.39, 0.00, 0.58], [0.17, 0.25, -0.08], [-0.05, -0.89, 1.15], [1.20, 0.44, -0.58], [-2.62, -0.42, -1.64], [-1.11, -0.74, 0.48], [2.82, 0.85, 0.09], [0.04, 0.86, 0.14], [0.18, -1.29, 0.23], [0.31, 0.01, 0.72], [-0.51, -0.03, -0.21], [-0.03, 0.99, -0.31], [-0.42, 0.27, -0.08], [0.23, -0.08, 0.00]]}



2.
{"formula": "C33H24F10IIrN8O2", "method": "the ωB97M-V functional and the def2-TZVPD basis", "homo_lumo_gap_ev": [3.050, 2.457], "de_lowest_ev": 4.641, "spin_multiplicity": 2, "total_charge": 1, "s_squared": 0.99, "species": ["Ir", "O", "C", "C", "C", "C", "C", "C", "C", "O", "N", "N", "C", "C", "C", "C", "C", "C", "N", "H", "H", "H", "H", "H", "H", "H", "H", "H", "H", "C", "N", "C", "C", "N", "C", "C", "F", "C", "F", "C", "F", "C", "F", "C", "F", "C", "C", "N", "C", "C", "F", "C", "F", "C", "F", "C", "F", "C", "F", "H", "H", "H", "H", "H", "H", "H", "H", "H", "H", "H", "I", "C", "C", "N", "N", "C", "H", "H", "H"], "coordinates": [[-0.18652, -0.11483, 0.93921], [0.24295, -3.12245, -2.24488], [-0.18141, -2.37164, -3.27944], [-0.36528, -3.02665, -4.49869], [-0.81977, -2.32876, -5.59586], [-1.10426, -0.96541, -5.50457], [-0.92033, -0.31959, -4.30523], [-0.45700, -1.00213, -3.17325], [-0.33021, -0.27320, -1.91579], [0.22357, -0.89982, -0.90437], [-0.73520, 0.96559, -1.82411], [-0.59432, 1.35850, -0.51840], [-0.56798, 2.59350, -0.17758], [-0.38428, 2.85979, 1.25414], [-0.48783, 4.13850, 1.78237], [-0.31476, 4.32115, 3.14409], [-0.05011, 3.21821, 3.93941], [0.03461, 1.96892, 3.34200], [-0.10899, 1.78704, 2.03423], [0.34215, -2.50681, -1.48921], [-0.15225, -4.08340, -4.54919], [-0.96318, -2.84815, -6.53141], [-1.46233, -0.42357, -6.36391], [-1.13312, 0.73531, -4.21067], [-0.66302, 3.39039, -0.90738], [-0.70944, 4.96735, 1.12931], [-0.39604, 5.30542, 3.57759], [0.07566, 3.30934, 5.00616], [0.19234, 1.07780, 3.92925], [2.16716, -1.98204, 0.81735], [1.64592, -0.88236, 1.67696], [1.39442, -1.45770, 3.04920], [0.04558, -2.16799, 3.01890], [-0.87459, -1.15427, 2.50537], [-2.21930, -1.30753, 2.76864], [-3.08132, -0.20905, 2.84726], [-2.60342, 1.04152, 2.63758], [-4.43649, -0.32947, 3.09998], [-5.20429, 0.76396, 3.13688], [-4.99902, -1.58187, 3.32080], [-6.30327, -1.70388, 3.57915], [-4.17546, -2.69618, 3.26375], [-4.68167, -3.91041, 3.45148], [-2.82101, -2.55117, 2.97964], [-2.09755, -3.68150, 2.85265], [2.75242, 0.12476, 1.86632], [3.60541, 0.50823, 0.66600], [2.88223, 1.21003, -0.35696], [3.56448, 1.71075, -1.37995], [4.95805, 1.58122, -1.67904], [5.75620, 0.84169, -0.90108], [5.53879, 2.18354, -2.77764], [6.83492, 2.03572, -3.01813], [4.76134, 2.94198, -3.65388], [5.31866, 3.51553, -4.70658], [3.39305, 3.08995, -3.41897], [2.65904, 3.81260, -4.25930], [2.82096, 2.48366, -2.32446], [1.51618, 2.64329, -2.13109], [3.06052, -2.39567, 1.29177], [2.40396, -1.60247, -0.16791], [1.41352, -2.75752, 0.72836], [1.31539, -0.60935, 3.72871], [2.24799, -2.06462, 3.35729], [-0.21532, -2.49946, 4.02814], [0.07586, -3.06842, 2.38625], [3.43761, -0.33093, 2.59159], [2.31923, 1.00358, 2.33152], [4.09724, -0.37985, 0.25763], [4.41961, 1.12525, 1.07365], [-4.20872, -3.20271, -2.96956], [-3.62227, -1.72435, -1.67591], [-4.07929, -0.42353, -1.61847], [-3.37880, 0.18526, -0.64991], [-2.49180, -0.63515, -0.07283], [-2.63248, -1.79797, -0.69017], [-4.83242, 0.09098, -2.18301], [-3.44811, 1.14269, -0.34215], [-2.02280, -2.63915, -0.41965]], "forces_ev_per_angstrom": [[-0.51, 1.40, -0.36], [0.05, 0.14, 0.43], [-0.02, -0.20, -0.25], [-0.05, 0.16, 0.04], [0.01, -0.01, 0.11], [0.04, -0.02, 0.12], [-0.08, 0.10, -0.17], [0.03, 0.12, -0.08], [-0.15, 0.34, -0.52], [-0.12, -0.86, 1.05], [0.03, 0.01, 0.55], [1.02, -0.42, -0.26], [-0.05, 0.26, 0.59], [0.12, 0.02, -0.74], [0.06, -0.16, 0.15], [-0.01, -0.07, -0.11], [0.05, -0.25, -0.16], [0.01, 0.20, 0.31], [-0.34, -0.78, -0.29], [0.09, -0.28, -0.18], [0.03, -0.07, 0.01], [0.00, -0.04, -0.09], [-0.03, 0.07, -0.10], [0.01, 0.04, -0.01], [-0.10, -0.06, 0.01], [0.01, 0.06, -0.08], [0.00, 0.09, 0.04], [0.02, -0.01, 0.08], [0.00, -0.01, 0.08], [-0.15, 0.00, 0.00], [0.39, 0.08, 0.14], [-0.74, 0.21, -0.39], [0.81, 0.09, 0.33], [0.91, -0.41, -0.72], [-0.41, -0.03, 0.13], [-0.21, 0.57, -0.13], [-0.33, -0.59, 0.11], [-0.03, 0.19, 0.02], [0.24, -0.31, -0.01], [-0.30, 0.02, 0.08], [0.69, 0.05, -0.14], [0.13, -0.13, -0.04], [0.09, 0.22, -0.04], [-0.23, -0.52, 0.06], [-0.35, 0.35, 0.04], [0.38, 0.07, -0.05], [-0.11, 0.16, -0.38], [-0.76, -0.29, 0.83], [0.09, 0.13, -0.34], [-0.49, 0.41, -0.44], [0.26, -0.21, 0.26], [-0.72, 0.18, -0.07], [0.19, -0.03, -0.01], [-0.23, -0.23, 0.46], [0.20, 0.21, -0.39], [0.58, -0.32, 0.23], [-0.15, 0.10, -0.10], [0.86, -0.07, -0.17], [-0.48, 0.13, 0.14], [-0.04, 0.02, -0.08], [-0.02, 0.05, -0.03], [-0.05, -0.11, 0.00], [0.10, -0.06, 0.05], [-0.17, -0.12, -0.12], [-0.10, 0.11, -0.08], [-0.03, 0.33, 0.11], [-0.05, 0.04, 0.00], [-0.09, 0.13, -0.03], [0.12, -0.16, 0.20], [-0.01, -0.11, 0.18], [-0.02, -0.05, -0.04], [-0.08, 0.16, -0.01], [0.09, -0.19, 0.02], [-0.04, 0.14, 0.20], [0.23, 0.27, 0.29], [-0.18, -0.08, -0.04], [-0.11, 0.05, -0.09], [0.02, -0.06, -0.07], [0.13, -0.17, 0.01]]}



3.
{"formula": "C18H10AuCl5N5OS2", "method": "the ωB97M-V functional and the def2-TZVPD basis", "homo_lumo_gap_ev": 6.202, "total_charge": 1, "species": ["Au", "C", "C", "N", "C", "C", "S", "C", "C", "S", "C", "N", "C", "H", "H", "H", "H", "H", "H", "H", "H", "N", "C", "O", "C", "C", "N", "C", "N", "H", "H", "Cl", "C", "C", "C", "Cl", "C", "Cl", "C", "Cl", "C", "Cl"], "coordinates": [[-0.33223, 0.87175, 0.22691], [-0.89876, 4.24921, 1.14704], [-1.90875, 3.66024, 0.22287], [-1.83077, 2.44629, -0.25583], [-2.87888, 2.14699, -1.10277], [-3.76488, 3.16308, -1.25834], [-3.27765, 4.51324, -0.33216], [-2.93834, 0.81944, -1.72769], [-3.86009, 0.37532, -2.62843], [-3.48577, -1.22043, -3.09172], [-2.12514, -1.21095, -2.05736], [-1.96501, -0.08886, -1.41095], [-1.22778, -2.40986, -1.90891], [-0.37260, 3.44171, 1.65505], [-1.36707, 4.89233, 1.88999], [-0.17263, 4.84233, 0.58951], [-4.66486, 3.18260, -1.84924], [-4.70535, 0.90023, -3.04026], [-1.43872, -3.12409, -2.70433], [-2.19229, -3.76990, -0.66072], [-0.19682, -2.09007, -2.04358], [0.06865, -2.01480, 3.13393], [0.27005, -1.26135, 2.05546], [0.55928, -0.04815, 2.14191], [0.10100, -1.91850, 0.74112], [-0.97613, -2.85815, 0.58440], [-1.43875, -3.09723, -0.62647], [1.14445, -1.83039, -0.14344], [1.85953, -2.13596, -1.11173], [0.00687, -1.57868, 4.03910], [-0.29038, -2.94794, 2.99259], [3.21517, -3.63905, 1.16023], [3.54131, -2.01250, 0.81009], [2.69845, -1.29696, -0.06755], [2.98006, 0.04722, -0.40319], [1.95192, 0.85779, -1.50064], [4.07013, 0.68284, 0.15198], [4.41873, 2.30883, -0.23109], [4.89116, -0.03196, 1.04548], [6.23212, 0.75405, 1.73572], [4.63750, -1.36798, 1.37795], [5.66325, -2.20171, 2.45507]], "forces_ev_per_angstrom": [[-0.40, 0.40, 0.56], [-0.03, 0.00, 0.01], [0.15, -0.05, 0.09], [0.07, -0.17, -0.17], [-0.08, 0.03, -0.03], [0.05, 0.00, 0.03], [-0.04, 0.00, -0.02], [0.00, 0.07, 0.01], [0.06, 0.00, 0.03], [-0.09, 0.02, -0.02], [0.04, 0.05, 0.13], [0.04, -0.26, -0.24], [0.05, 0.10, -0.13], [0.01, 0.01, 0.01], [0.00, 0.01, -0.01], [0.00, 0.00, 0.00], [0.00, 0.00, -0.01], [0.00, 0.00, -0.01], [0.00, 0.00, 0.00], [0.01, 0.02, -0.01], [-0.05, -0.04, 0.05], [0.00, 0.00, -0.07], [-0.13, -0.08, 0.15], [0.25, -0.03, -0.38], [-0.05, 0.03, 0.29], [0.24, 0.15, -0.18], [-0.15, -0.20, 0.16], [-0.05, -0.17, -0.40], [0.08, 0.39, 0.57], [-0.02, 0.01, -0.01], [-0.01, 0.02, 0.03], [-0.04, -0.02, -0.05], [0.18, 0.25, 0.11], [-0.05, -0.42, -0.53], [-0.10, -0.04, 0.12], [0.21, -0.04, -0.09], [-0.03, -0.11, 0.09], [0.01, 0.07, -0.02], [0.08, 0.09, 0.03], [-0.04, -0.03, -0.02], [-0.21, -0.02, -0.10], [0.04, -0.02, 0.04]]}